Entry 1:
The molecule C4H9NO2. Source: the Open Molecules 2025 dataset; level of theory: ωB97M-V with the def2-TZVPD basis set.

Atoms and positions in Å:
1 C -2.043 -0.782 -0.337
2 C -0.623 -0.277 -0.525
3 O -0.755 0.984 -1.138
4 C 0.128 -0.223 0.815
5 N 1.579 -0.063 0.669
6 C 2.180 0.993 0.080
7 O 1.614 1.991 -0.347
8 H -2.084 -1.810 0.040
9 H -2.542 -0.722 -1.308
10 H -2.569 -0.107 0.350
11 H -0.049 -0.976 -1.166
12 H 0.019 1.513 -0.882
13 H -0.282 0.582 1.438
14 H -0.026 -1.163 1.358
15 H 2.179 -0.818 0.966
16 H 3.274 0.878 -0.013

Results
**Spin multiplicity**: 1
**Relative energy (zero: lowest compared OMol25 entry of this formula, charge and spin)**: 0.772 eV
**HOMO level**: -9.922 eV


Entry 2:
A cluster of 10 separate species, C36H51BN5O20 in total in a non-equilibrium geometry. Source: the Open Molecules 2025 dataset; level of theory: ωB97M-V with the def2-TZVPD basis set.

Atoms and positions in Å:
1 O -0.409 -2.973 -0.636
2 C 0.179 -2.137 0.028
3 O -0.311 -1.231 0.786
4 B 0.646 -0.226 1.215
5 O 1.973 -0.814 0.894
6 C 1.725 -1.931 0.140
7 O 2.572 -2.655 -0.338
8 O 0.528 0.051 2.661
9 C 0.319 1.323 2.793
10 O 0.183 1.873 3.907
11 C 0.312 2.011 1.429
12 O 0.326 1.008 0.560
13 O 0.305 3.224 1.261
14 C 3.982 -0.070 2.988
15 C 4.170 1.432 2.774
16 O 5.543 1.578 3.185
17 C 6.015 0.329 3.555
18 O 7.152 0.132 4.067
19 O 5.073 -0.515 3.597
20 H 4.028 -0.587 2.029
21 H 3.106 -0.371 3.563
22 H 3.613 2.056 3.473
23 H 3.979 1.799 1.765
24 C 3.916 5.830 0.216
25 C 3.572 4.393 0.355
26 O 3.911 4.074 1.716
27 C 4.150 5.236 2.421
28 O 4.376 5.320 3.640
29 O 3.883 6.308 1.577
30 H 3.199 6.325 -0.440
31 H 4.908 5.985 -0.208
32 H 4.052 3.747 -0.380
33 H 2.502 4.197 0.300
34 C -3.158 -3.841 -1.718
35 C -2.863 -2.807 -2.775
36 O -2.511 -3.674 -3.814
37 C -2.921 -4.923 -3.678
38 O -2.975 -5.815 -4.571
39 O -3.098 -5.120 -2.410
40 H -4.088 -3.777 -1.153
41 H -2.294 -3.950 -1.062
42 H -2.079 -2.148 -2.402
43 H -3.769 -2.284 -3.084
44 C 0.395 3.278 -2.214
45 C -0.472 3.670 -3.386
46 O 0.207 4.760 -3.929
47 C 1.063 5.233 -3.086
48 O 1.643 6.287 -3.214
49 O 1.195 4.347 -2.146
50 H 0.908 2.347 -2.456
51 H -0.296 3.237 -1.372
52 H -1.475 4.041 -3.178
53 H -0.508 2.848 -4.101
54 C -0.223 -0.869 6.984
55 C -0.148 -1.622 5.673
56 C -1.533 -2.029 5.099
57 C -2.564 -2.278 6.116
58 N -3.385 -2.464 6.883
59 H -0.533 -1.554 7.773
60 H -1.018 -0.141 6.823
61 H 0.707 -0.378 7.270
62 H 0.514 -2.488 5.681
63 H 0.226 -0.965 4.888
64 H -1.497 -2.832 4.363
65 H -1.914 -1.182 4.529
66 C 1.718 -2.418 -5.971
67 C 2.573 -1.780 -4.934
68 C 1.696 -1.557 -3.652
69 C 0.579 -0.634 -3.689
70 N -0.354 0.125 -3.688
71 H 0.742 -1.939 -5.889
72 H 1.565 -3.497 -5.978
73 H 2.026 -2.183 -6.990
74 H 2.792 -0.754 -5.230
75 H 3.465 -2.391 -4.790
76 H 2.394 -1.228 -2.882
77 H 1.364 -2.526 -3.278
78 C -2.150 5.964 0.030
79 C -2.314 5.251 1.360
80 C -3.489 5.740 2.215
81 C -4.662 5.706 1.453
82 N -5.655 5.707 0.872
83 H -1.235 5.595 -0.435
84 H -2.058 7.043 0.152
85 H -2.907 5.733 -0.719
86 H -1.387 5.282 1.932
87 H -2.636 4.220 1.210
88 H -3.327 6.789 2.464
89 H -3.735 5.206 3.133
90 C 1.556 -7.359 -3.878
91 C 0.731 -6.107 -3.625
92 C 0.925 -5.455 -2.206
93 C 0.170 -6.153 -1.084
94 N -0.321 -6.736 -0.263
95 H 1.386 -8.125 -3.122
96 H 2.629 -7.179 -3.950
97 H 1.355 -7.886 -4.811
98 H -0.319 -6.403 -3.626
99 H 0.943 -5.365 -4.394
100 H 0.642 -4.402 -2.200
101 H 1.949 -5.543 -1.843
102 C -4.528 -1.599 1.657
103 C -3.908 -0.352 1.220
104 C -3.868 -0.214 -0.283
105 C -5.120 -0.249 -1.010
106 N -6.114 -0.289 -1.521
107 H -4.392 -1.799 2.720
108 H -4.108 -2.404 1.054
109 H -5.587 -1.546 1.407
110 H -2.925 -0.254 1.679
111 H -4.474 0.515 1.562
112 H -3.225 -0.907 -0.825
113 H -3.413 0.731 -0.579

Results
**Spin multiplicity**: 1
**Net charge**: -1
**Relative energy (zero: lowest compared OMol25 entry of this formula, charge and spin)**: 0.000 eV
**HOMO level**: -8.825 eV


Entry 3:
A cluster of 9 separate species, C5H25N4O10 in total in a non-equilibrium geometry. Source: the Open Molecules 2025 dataset; level of theory: ωB97M-V with the def2-TZVPD basis set.

Atoms and positions in Å:
1 O -0.682 0.982 -2.245
2 C -0.123 -0.016 -1.900
3 O 0.090 -0.238 -0.573
4 C -0.800 -1.199 -0.003
5 C -0.389 -1.546 1.443
6 N 1.017 -1.268 1.720
7 C 1.491 -0.051 1.890
8 N 0.736 1.068 1.819
9 C 1.531 2.102 1.994
10 N 2.780 1.665 2.195
11 N 2.761 0.335 2.127
12 H 0.284 -0.714 -2.640
13 H -0.911 -2.111 -0.600
14 H -1.795 -0.740 0.047
15 H -0.541 -2.615 1.584
16 H -1.041 -1.064 2.173
17 H 1.650 -2.047 1.796
18 H 1.282 3.149 1.973
19 H 3.566 2.291 2.348
20 H 3.565 -0.279 2.218
21 O -1.877 -2.665 -2.277
22 H -2.227 -3.484 -2.648
23 H -2.426 -1.977 -2.678
24 O -3.309 -0.422 -4.102
25 H -3.394 0.511 -3.868
26 H -2.565 -0.444 -4.713
27 O -2.278 1.566 2.134
28 H -2.213 2.013 2.983
29 H -1.380 1.266 1.942
30 O 1.321 3.188 -1.471
31 H 1.216 3.823 -2.186
32 H 0.529 2.639 -1.524
33 O 4.291 4.146 1.613
34 H 4.099 5.075 1.784
35 H 4.990 4.165 0.952
36 O -4.679 -0.947 -1.612
37 H -4.553 -1.845 -1.289
38 H -4.178 -0.928 -2.437
39 O 5.650 -0.295 2.674
40 H 6.574 -0.555 2.763
41 H 5.697 0.493 2.122
42 O -4.318 -4.156 -2.064
43 H -4.245 -4.411 -1.138
44 H -5.195 -4.458 -2.326

Results
**Spin multiplicity**: 1
**Net charge**: +1
**HOMO level**: -12.673 eV


Entry 4:
A structure of composition C14H11Cl3CoN5OSi in a non-equilibrium geometry. Source: the Open Molecules 2025 dataset; level of theory: ωB97M-V with the def2-TZVPD basis set.

Atoms and positions in Å:
1 Co 0.024 0.971 -0.762
2 N 0.427 -3.176 -1.105
3 C 0.452 -1.865 -1.380
4 N 0.037 -0.954 -0.566
5 C -0.488 -1.315 0.699
6 N -0.909 -0.385 1.478
7 N -0.748 0.840 0.887
8 C -1.074 1.962 1.527
9 C -0.812 3.121 0.764
10 C -1.071 4.445 1.159
11 C -0.779 5.472 0.299
12 C -0.230 5.190 -0.960
13 C 0.010 3.877 -1.294
14 N -0.261 2.861 -0.468
15 C -0.522 -2.730 1.051
16 C -1.001 -3.192 2.277
17 C -1.006 -4.542 2.560
18 C -0.529 -5.456 1.621
19 C -0.051 -5.018 0.402
20 C -0.050 -3.656 0.122
21 H 0.793 -3.822 -1.783
22 H 0.849 -1.557 -2.339
23 H -1.490 1.955 2.524
24 H -1.499 4.631 2.135
25 H -0.974 6.496 0.591
26 H 0.010 5.976 -1.661
27 H 0.437 3.598 -2.248
28 H -1.364 -2.465 2.991
29 H -1.378 -4.893 3.513
30 H -0.532 -6.514 1.844
31 H 0.321 -5.722 -0.333
32 Cl 3.559 -0.554 -2.194
33 Si 2.522 1.175 -2.674
34 Cl 3.465 2.674 -1.636
35 Cl 2.873 1.523 -4.661
36 O 0.988 1.047 -2.380

Results
**Spin multiplicity**: 1
**Relative energy (zero: lowest compared OMol25 entry of this formula, charge and spin)**: 0.053 eV
**HOMO level (alpha / beta)**: -6.823 / -6.817 eV


Entry 5:
A structure of composition C21H41IrNO3PS3Si2Te in a non-equilibrium geometry. Source: the Open Molecules 2025 dataset; level of theory: ωB97M-V with the def2-TZVPD basis set.

Atoms and positions in Å:
1 Ir -0.154 0.241 -0.012
2 S 2.217 0.618 0.281
3 C 2.501 0.116 1.880
4 C 3.826 0.140 2.383
5 C 4.079 -0.243 3.667
6 C 3.025 -0.673 4.507
7 C 1.739 -0.696 4.051
8 C 1.453 -0.293 2.726
9 S -0.170 -0.318 2.207
10 H 4.625 0.451 1.723
11 H 5.091 -0.219 4.046
12 H 3.240 -0.996 5.517
13 H 0.925 -1.020 4.687
14 C 0.972 4.446 -2.285
15 C 1.553 3.571 -1.198
16 O 0.702 3.591 -0.022
17 P -0.399 2.512 0.340
18 O -0.699 2.923 1.849
19 C 0.337 3.057 2.852
20 C 0.433 4.502 3.282
21 O -1.740 2.975 -0.354
22 C -2.172 4.361 -0.426
23 C -2.865 4.581 -1.747
24 H 1.702 4.567 -3.085
25 H 0.732 5.434 -1.891
26 H 0.065 4.008 -2.705
27 H 2.518 3.942 -0.860
28 H 1.686 2.548 -1.547
29 H 1.288 2.701 2.450
30 H 0.044 2.413 3.681
31 H 0.736 5.131 2.445
32 H 1.168 4.602 4.081
33 H -0.532 4.848 3.650
34 H -1.309 5.016 -0.312
35 H -2.846 4.534 0.414
36 H -2.201 4.352 -2.580
37 H -3.176 5.622 -1.825
38 H -3.750 3.950 -1.832
39 S -0.202 -4.156 -1.649
40 C -0.132 -2.627 -1.269
41 N -0.121 -1.469 -0.996
42 C -5.819 2.146 1.063
43 Si -4.885 1.404 2.508
44 C -3.755 2.663 3.290
45 C -6.069 0.703 3.765
46 C -3.838 -0.071 1.891
47 Te -2.919 0.138 -0.030
48 C -3.292 -1.875 -0.616
49 Si -4.517 -1.954 -2.072
50 C -6.119 -1.153 -1.530
51 C -4.733 -3.751 -2.501
52 C -3.735 -0.946 -3.442
53 H -6.158 3.157 1.296
54 H -6.704 1.554 0.819
55 H -5.201 2.206 0.163
56 H -4.256 3.627 3.396
57 H -2.853 2.814 2.699
58 H -3.452 2.336 4.289
59 H -6.645 1.511 4.224
60 H -5.540 0.182 4.566
61 H -6.777 0.004 3.316
62 H -4.469 -0.951 1.754
63 H -3.060 -0.323 2.614
64 H -3.659 -2.402 0.266
65 H -2.350 -2.325 -0.914
66 H -6.615 -1.727 -0.743
67 H -6.818 -1.070 -2.364
68 H -5.939 -0.143 -1.152
69 H -5.149 -4.302 -1.656
70 H -3.781 -4.213 -2.770
71 H -5.416 -3.875 -3.345
72 H -3.467 0.049 -3.078
73 H -4.410 -0.810 -4.289
74 H -2.825 -1.422 -3.815

Results
**Spin multiplicity**: 2
**Net charge**: +1
**Relative energy (zero: lowest compared OMol25 entry of this formula, charge and spin)**: 0.000 eV
**HOMO level (alpha / beta)**: -10.786 / -10.807 eV


Entry 6:
The molecule C7H13N3O3S in a non-equilibrium geometry. Source: the Open Molecules 2025 dataset; level of theory: ωB97M-V with the def2-TZVPD basis set.

Atoms and positions in Å:
1 C 0.281 0.081 1.464
2 C 1.678 3.469 -1.173
3 C -1.418 -0.568 -0.220
4 C -0.477 -2.182 1.375
5 C -0.801 -1.970 -0.105
6 C -1.991 -3.014 -1.870
7 C 1.002 1.044 2.081
8 N -0.496 0.363 0.379
9 N 2.487 3.729 -2.096
10 N 1.844 2.645 -0.080
11 O 1.774 3.471 2.391
12 O 0.397 -1.196 1.889
13 O -1.664 -3.003 -0.499
14 S 0.922 2.737 1.473
15 H 0.685 3.911 -1.220
16 H -1.565 -0.285 -1.265
17 H -2.396 -0.570 0.285
18 H -1.416 -2.191 1.943
19 H 0.029 -3.138 1.525
20 H 0.131 -1.996 -0.695
21 H -1.103 -2.846 -2.497
22 H -2.748 -2.257 -2.112
23 H -2.395 -4.005 -2.077
24 H 1.659 0.843 2.903
25 H 3.408 3.306 -1.997
26 H 2.785 2.281 0.032
27 H -0.613 1.340 0.167

Results
**Spin multiplicity**: 3
**Relative energy (zero: lowest compared OMol25 entry of this formula, charge and spin)**: 0.000 eV
**HOMO level (alpha / beta)**: -4.475 / -9.244 eV


Entry 7:
A structure of composition C2H4Cl5Cu in a non-equilibrium geometry. Source: the Open Molecules 2025 dataset; level of theory: ωB97M-V with the def2-TZVPD basis set.

Atoms and positions in Å:
1 Cu 4.105 0.412 1.560
2 Cl 2.494 -0.261 -0.361
3 C -1.074 -1.561 -1.255
4 Cl -2.613 -0.955 -1.899
5 Cl -0.493 -2.956 -2.183
6 H -0.249 -0.849 -1.249
7 H -1.225 -1.783 -0.199
8 C -0.080 1.499 1.145
9 Cl -1.100 2.304 2.406
10 Cl -0.835 1.665 -0.401
11 H 0.875 2.022 1.091
12 H 0.195 0.464 1.346

Results
**Spin multiplicity**: 2
**Net charge**: +1
**HOMO level (alpha / beta)**: -13.633 / -13.363 eV


Entry 8:
The molecule C4H8O2. Source: the Open Molecules 2025 dataset; level of theory: ωB97M-V with the def2-TZVPD basis set.

Atoms and positions in Å:
1 C -0.663 -1.640 0.101
2 C -0.117 -0.795 0.973
3 O 1.545 0.775 0.761
4 C 0.130 0.682 0.744
5 C -0.324 1.147 -0.643
6 O 0.460 0.455 -1.607
7 H 0.323 -0.488 -1.418
8 H -1.291 -1.298 -0.721
9 H -0.505 -2.710 0.171
10 H 0.428 -1.178 1.834
11 H -0.256 1.329 1.540
12 H -0.105 2.211 -0.771
13 H -1.398 0.993 -0.812
14 H 1.773 0.516 -0.151

Results
**Spin multiplicity**: 1
**Relative energy (zero: lowest compared OMol25 entry of this formula, charge and spin)**: 1.922 eV
**HOMO level**: -10.140 eV


Entry 9:
A structure of composition C39H57IrN7O2 in a non-equilibrium geometry. Source: the Open Molecules 2025 dataset; level of theory: ωB97M-V with the def2-TZVPD basis set.

Atoms and positions in Å:
1 Ir 1.076 0.266 0.438
2 C 1.511 -0.545 2.351
3 C 0.171 -0.682 2.802
4 C -0.377 0.693 2.968
5 C 0.625 1.551 2.589
6 C 1.864 0.854 2.278
7 C 3.268 1.430 2.392
8 C 3.347 2.161 3.746
9 C 4.320 0.326 2.369
10 C 3.543 2.443 1.276
11 C -1.681 1.204 3.594
12 C -1.543 1.006 5.121
13 C -1.826 2.713 3.359
14 C -2.970 0.505 3.087
15 C -0.426 -2.059 2.996
16 C -0.982 -2.495 1.627
17 C 0.684 -3.048 3.419
18 C -1.548 -2.180 4.033
19 H 2.219 -1.354 2.406
20 H 0.542 2.629 2.602
21 H 3.043 1.509 4.570
22 H 2.716 3.053 3.760
23 H 4.373 2.481 3.934
24 H 4.194 -0.372 3.198
25 H 5.312 0.769 2.461
26 H 4.294 -0.235 1.434
27 H 2.788 3.235 1.254
28 H 3.567 1.961 0.300
29 H 4.513 2.915 1.445
30 H -0.643 1.498 5.499
31 H -1.503 -0.044 5.400
32 H -2.406 1.455 5.614
33 H -1.042 3.290 3.855
34 H -2.774 3.039 3.785
35 H -1.833 2.969 2.295
36 H -2.785 -0.209 2.288
37 H -3.673 1.243 2.704
38 H -3.478 -0.014 3.899
39 H -0.249 -2.331 0.844
40 H -1.891 -1.942 1.375
41 H -1.226 -3.558 1.672
42 H 1.329 -3.331 2.585
43 H 0.213 -3.958 3.790
44 H 1.301 -2.645 4.223
45 H -2.380 -1.512 3.851
46 H -1.172 -2.022 5.045
47 H -1.929 -3.200 3.988
48 O 2.370 3.633 -6.159
49 N 1.463 3.476 -5.384
50 O 0.332 3.897 -5.508
51 C 1.744 2.664 -4.164
52 C 2.849 1.901 -4.196
53 C 3.162 1.022 -3.099
54 C 4.299 0.199 -3.041
55 C 4.454 -0.651 -1.972
56 C 3.478 -0.683 -0.971
57 N 2.420 0.120 -1.000
58 C 2.273 0.972 -2.042
59 C 1.153 1.830 -1.991
60 N 0.467 1.760 -0.825
61 C -0.533 2.598 -0.624
62 C -0.930 3.501 -1.618
63 C -0.260 3.556 -2.813
64 C 0.850 2.702 -3.023
65 H 3.496 1.939 -5.063
66 H 5.035 0.240 -3.835
67 H 5.313 -1.301 -1.887
68 H 3.542 -1.372 -0.143
69 H -1.000 2.586 0.350
70 H -1.766 4.159 -1.424
71 H -0.562 4.252 -3.580
72 C 0.820 -1.477 -3.416
73 N 0.309 -1.655 -2.033
74 C 0.438 -3.104 -1.713
75 N -0.283 -3.943 -2.652
76 C 0.251 -3.708 -3.999
77 N 0.114 -2.295 -4.383
78 C -1.312 -1.946 -4.347
79 N -1.881 -2.148 -3.007
80 C -1.140 -1.330 -2.066
81 C -1.700 -3.561 -2.638
82 H 1.883 -1.741 -3.430
83 H 0.706 -0.426 -3.700
84 H 0.054 -3.286 -0.714
85 H 1.498 -3.370 -1.738
86 H -0.295 -4.322 -4.713
87 H 1.305 -3.987 -4.022
88 H -1.847 -2.571 -5.060
89 H -1.434 -0.900 -4.635
90 H -1.551 -1.480 -1.066
91 H -1.249 -0.277 -2.346
92 H -2.247 -4.185 -3.343
93 H -2.104 -3.724 -1.636
94 C -5.023 1.158 -1.401
95 C -3.898 0.174 -1.084
96 C -4.468 -1.069 -0.370
97 C -2.844 0.823 -0.243
98 H -5.797 0.678 -1.999
99 H -4.657 2.022 -1.960
100 H -5.489 1.518 -0.479
101 H -3.459 -0.186 -2.020
102 H -4.923 -0.791 0.584
103 H -3.695 -1.821 -0.187
104 H -5.240 -1.530 -0.989
105 H -1.844 0.396 -0.154
106 H -3.125 1.601 0.456

Results
**Spin multiplicity**: 2
**Net charge**: +2
**Relative energy (zero: lowest compared OMol25 entry of this formula, charge and spin)**: 3.800 eV
**HOMO level (alpha / beta)**: -12.987 / -13.400 eV


Entry 10:
The molecule C3H4N2O2 in a non-equilibrium geometry. Source: the Open Molecules 2025 dataset; level of theory: ωB97M-V with the def2-TZVPD basis set.

Atoms and positions in Å:
1 C 0.264 -0.465 0.066
2 C -1.645 0.702 -0.102
3 C -1.973 -0.528 -0.102
4 H 2.237 1.085 0.194
5 H 3.440 -0.166 0.295
6 H -2.276 1.680 -0.054
7 H -2.894 -1.156 -0.196
8 N 2.465 0.106 -0.136
9 N 1.448 -0.813 -0.132
10 O -0.254 0.832 0.073
11 O -0.811 -1.277 0.093

Results
**Spin multiplicity**: 1
**Relative energy (zero: lowest compared OMol25 entry of this formula, charge and spin)**: 4.296 eV
**HOMO level**: -7.920 eV


Number 1: energy -9879.288 eV. Number 2: energy -87241.041 eV. Number 3: energy -32019.704 eV. Number 4: energy -107272.677 eV. Number 5: energy -97756.201 eV. Number 6: energy -28911.223 eV. Number 7: energy -109379.548 eV. Number 8: energy -8371.360 eV. Number 9: energy -58713.456 eV. Number 10: energy -10247.969 eV.